C44H43N2O4 | the ωB97M-V functional and the def2-TZVPD basis

```
! RIJCOSX wB97M-V def2-TZVPD def2/J DEFGRID3
* xyz 1 1
C -3.177 0.178 2.291
C -3.276 -0.939 1.283
C -4.541 -1.409 0.932
C -4.665 -2.406 -0.013
C -3.567 -2.973 -0.636
C -2.308 -2.514 -0.291
C -2.162 -1.504 0.658
C -0.747 -1.033 0.944
C -0.361 0.071 -0.011
C -1.275 0.853 -0.690
C -0.870 1.863 -1.550
C -1.921 2.659 -2.254
O -2.247 3.730 -1.900
O -2.458 2.043 -3.344
C 0.486 2.094 -1.728
C 1.382 1.311 -1.043
N 0.950 0.340 -0.223
O 1.912 -0.364 0.447
N 2.092 -1.785 -0.149
O 2.526 -1.737 -1.194
H -2.160 0.477 2.510
H -3.681 -0.068 3.221
H -3.691 1.053 1.891
H -5.417 -0.990 1.401
H -5.643 -2.767 -0.301
H -3.661 -3.738 -1.390
H -1.413 -2.913 -0.750
H -0.614 -0.668 1.958
H -0.092 -1.889 0.817
H -2.333 0.704 -0.552
H -3.206 1.490 -3.078
H 0.801 2.883 -2.391
H 2.440 1.475 -1.158
C 4.653 -3.651 -2.575
C 5.321 -4.578 -1.788
C 6.079 -5.576 -2.383
C 6.175 -5.640 -3.766
C 5.510 -4.710 -4.554
C 4.745 -3.717 -3.958
H 4.059 -2.878 -2.105
H 5.250 -4.524 -0.708
H 6.595 -6.303 -1.770
H 6.770 -6.415 -4.231
H 5.587 -4.760 -5.632
H 4.222 -2.995 -4.573
C 5.644 -5.951 4.605
C 4.739 -4.914 4.782
C 4.471 -4.041 3.737
C 5.103 -4.211 2.512
C 6.006 -5.250 2.335
C 6.279 -6.118 3.382
H 5.855 -6.629 5.421
H 4.243 -4.785 5.735
H 3.770 -3.227 3.878
H 4.892 -3.531 1.695
H 6.498 -5.384 1.380
H 6.987 -6.925 3.246
C 1.602 5.584 -0.610
C 2.316 6.739 -0.896
C 3.501 7.004 -0.224
C 3.977 6.112 0.728
C 3.265 4.956 1.013
C 2.076 4.695 0.346
H 0.672 5.379 -1.130
H 1.947 7.433 -1.639
H 4.055 7.908 -0.442
H 4.903 6.319 1.248
H 3.636 4.261 1.756
H 1.515 3.795 0.575
C -9.870 -3.328 -3.318
C -9.218 -2.103 -3.292
C -7.833 -2.056 -3.216
C -7.101 -3.235 -3.174
C -7.752 -4.460 -3.202
C -9.138 -4.506 -3.271
H -10.950 -3.365 -3.375
H -9.790 -1.185 -3.332
H -7.325 -1.100 -3.191
H -6.019 -3.198 -3.120
H -7.181 -5.379 -3.171
H -9.647 -5.461 -3.289
C 0.483 7.519 2.589
C -0.699 6.924 2.170
C -1.864 7.099 2.904
C -1.849 7.878 4.053
C -0.668 8.475 4.470
C 0.498 8.293 3.741
H 1.393 7.379 2.017
H -0.711 6.322 1.269
H -2.785 6.631 2.579
H -2.759 8.019 4.623
H -0.657 9.084 5.365
H 1.420 8.756 4.069
*
```

The value obtained for the lowest unoccupied orbital energy is -5.05 eV. The calculation puts the molecular weight at 663.84 g/mol. Its total energy is -57484.4627 eV.



C44H44BBrF4N5O7SSb2Tl | the ωB97M-V functional and the def2-TZVPD basis

```
! RIJCOSX wB97M-V def2-TZVPD def2/J DEFGRID3
* xyz -2 1
Tl -1.058 -1.567 -0.656
C 2.865 1.263 1.108
C 3.281 0.809 -0.293
C 2.833 1.840 -1.333
Sb 3.103 1.205 -3.410
C 5.203 1.797 -3.257
C 5.646 3.087 -2.985
C 6.993 3.343 -2.766
C 7.917 2.308 -2.813
C 7.488 1.018 -3.086
C 6.141 0.769 -3.307
C 2.391 3.143 -4.130
C 3.082 3.947 -5.033
C 2.518 5.120 -5.519
C 1.240 5.494 -5.128
C 0.526 4.682 -4.259
C 1.101 3.519 -3.769
Sb 2.586 -0.213 2.721
C 2.526 -2.050 1.552
C 1.329 -2.756 1.455
C 1.232 -3.878 0.639
C 2.332 -4.313 -0.083
C 3.536 -3.638 0.033
C 3.630 -2.516 0.845
C 4.768 -0.556 3.024
C 5.780 -0.105 2.179
C 7.093 -0.535 2.322
C 7.427 -1.417 3.339
C 6.443 -1.842 4.221
C 5.134 -1.412 4.059
H 1.881 1.731 1.057
H 3.572 2.001 1.496
H 2.846 -0.165 -0.521
H 4.366 0.689 -0.351
H 3.383 2.776 -1.200
H 1.768 2.034 -1.200
H 4.928 3.898 -2.939
H 7.326 4.352 -2.552
H 8.966 2.508 -2.629
H 8.206 0.207 -3.121
H 5.803 -0.241 -3.510
H 4.071 3.651 -5.364
H 3.077 5.750 -6.200
H 0.801 6.411 -5.506
H -0.482 4.948 -3.959
H 0.527 2.882 -3.110
H 0.470 -2.421 2.022
H 0.289 -4.403 0.563
H 2.255 -5.173 -0.736
H 4.400 -3.972 -0.529
H 4.576 -1.999 0.932
H 5.540 0.589 1.382
H 7.852 -0.192 1.627
H 8.447 -1.768 3.444
H 6.700 -2.520 5.028
H 4.369 -1.756 4.749
O -0.629 1.745 2.827
C -0.841 0.569 2.526
O 0.009 -0.185 1.942
C -2.197 -0.011 2.990
C -2.471 0.229 4.304
C -3.645 -0.244 4.926
C -4.557 -0.963 4.189
C -4.321 -1.246 2.863
C -3.119 -0.804 2.163
O -2.979 -1.067 0.954
N -5.325 -2.009 2.180
O -5.075 -2.547 1.117
O -6.437 -2.095 2.711
N -3.884 -0.020 6.305
O -3.032 0.567 6.966
O -4.936 -0.425 6.801
H -1.768 0.803 4.891
H -5.464 -1.321 4.650
C -4.321 -4.906 -3.735
C -4.908 -3.534 -4.029
N -4.378 -2.524 -3.133
C -4.074 -1.276 -3.471
S -3.350 -0.201 -2.421
N -4.401 -0.840 -4.754
C -5.802 -0.608 -5.080
C -5.923 -0.155 -6.527
H -4.775 -5.654 -4.385
H -4.507 -5.181 -2.697
H -3.249 -4.906 -3.902
H -6.000 -3.577 -3.918
H -4.670 -3.230 -5.049
H -4.056 -2.838 -2.226
H -3.851 -0.008 -4.935
H -6.242 0.148 -4.415
H -6.353 -1.538 -4.930
H -5.336 0.750 -6.685
H -6.964 0.059 -6.766
H -5.548 -0.928 -7.198
F -0.863 -5.797 -3.012
B -0.946 -4.420 -2.861
F 0.298 -3.879 -2.486
F -1.903 -4.085 -1.890
F -1.335 -3.830 -4.088
Br -4.185 3.010 1.124
C -2.786 2.924 -0.145
C -2.478 4.029 -0.915
C -1.436 3.910 -1.822
C -0.770 2.698 -1.915
N -1.095 1.633 -1.192
C -2.084 1.740 -0.314
H -3.039 4.948 -0.810
H -1.146 4.746 -2.443
H 0.049 2.570 -2.614
H -2.343 0.850 0.243
*
```

The value obtained for the lowest unoccupied orbital energy is 3.53 eV. The calculation puts the molecular weight at 1401.54 g/mol. Its total energy is -178319.1511 eV. Its energy above the lowest of the compared OMol25 structures with the same formula, charge and spin is 108.9 kcal per mole.